73
Properties=species:S:1:pos:R:3:forces:R:3 method="wB97M-V/def2-TZVPD" gap_ev="6.31 / 5.07" charge=+2 fmax_ev_per_a=5.0 e_tot_ha=-2222.17819 multiplicity=5
C 1.644740 -1.850296 -1.119124 -0.200 -2.851 -0.576
C 0.110509 -1.033068 -3.850626 0.713 -1.771 -2.012
H 1.406235 -2.474918 -2.002082 0.435 -0.642 -0.002
H 1.446797 -2.542987 -0.285630 0.113 0.575 -0.407
H 2.708870 -1.646329 -1.195733 -0.029 0.210 -0.015
H -0.324836 -0.354341 -4.612950 0.227 -0.136 0.810
H 1.116873 -1.310456 -4.186064 0.141 0.086 -0.404
H -0.453658 -1.985942 -3.877640 0.103 0.472 -0.022
C 3.221268 0.647345 -0.379989 0.393 -0.289 -0.121
C 4.239145 1.527625 -0.005479 -0.484 -0.192 -0.076
C 4.255851 2.802393 -0.556552 -0.179 -0.525 -0.132
C 3.247676 3.109514 -1.455352 -0.622 0.383 -0.767
H 3.174814 -0.330672 0.115563 0.060 0.509 -0.503
H 4.981238 1.196891 0.715864 -0.170 0.102 -0.075
H 5.015760 3.526513 -0.282389 -0.102 -0.068 -0.120
H 3.218236 4.101379 -1.921910 0.085 -0.487 0.392
N 2.285769 0.910070 -1.314363 -0.442 0.782 0.048
C 2.249194 2.181997 -1.812966 0.883 -0.163 0.816
C 1.046919 2.582689 -2.572669 -0.854 -0.286 -0.395
N 0.086135 1.618992 -2.762699 -0.217 1.141 0.342
C -1.084167 2.031606 -3.308847 0.133 -0.326 -0.142
C -0.391580 4.321540 -3.502603 0.137 -0.691 -0.025
C -1.356495 3.341510 -3.677984 -0.402 -0.117 0.008
H -1.863192 1.279499 -3.473458 0.529 0.330 0.158
H -2.352567 3.562292 -4.069625 0.419 -0.015 0.066
C 0.821116 3.906952 -2.966431 0.402 -0.011 0.230
H 1.603029 4.640760 -2.805655 -0.173 -0.106 -0.061
H -0.571640 5.352842 -3.784778 0.083 -0.103 0.080
Os 0.471561 -0.451890 -1.947730 0.078 4.400 2.329
C -1.559802 -0.676381 -2.052272 -1.712 -0.882 -0.013
H -1.987529 -0.558143 -3.059239 0.223 -0.025 0.377
H -2.204179 -0.095667 -1.369029 0.584 -0.213 -0.140
H -1.695332 -1.736063 -1.811386 -0.353 0.007 -0.069
C -0.063260 2.620291 0.899986 0.229 -0.118 -0.071
Si -1.323401 1.222696 1.057578 -0.286 1.046 0.243
C -1.916819 1.044253 2.831913 0.013 0.173 -0.180
C -2.761864 1.803002 -0.028976 0.032 -0.368 0.000
Si -0.366935 -0.816912 0.491671 -0.118 0.906 -1.155
Si 1.122344 -1.279034 2.316424 1.348 -1.070 2.460
C 0.465894 -1.931958 3.980435 -0.411 0.095 -0.497
C 2.455801 -2.570946 1.882228 -0.219 0.227 -0.473
C 1.990042 0.335804 2.803605 -0.171 0.461 -0.602
Si -2.008706 -2.557937 1.097316 -1.038 -1.975 0.882
C -2.587886 -2.699318 2.890934 0.476 0.449 0.155
C -3.651828 -2.373227 0.184579 0.148 0.603 -0.650
C -1.266626 -4.227814 0.657273 0.342 0.233 -0.238
H -0.274717 3.361491 1.681070 0.114 -0.039 -0.173
H -0.159591 3.109237 -0.080687 -0.052 -0.075 0.262
H 0.977820 2.292083 0.999788 -0.141 0.128 0.088
H -2.377511 2.007469 3.092461 0.045 -0.240 0.160
H -2.668260 0.254656 2.932543 0.082 0.208 0.030
H -1.097086 0.841125 3.529559 -0.162 0.064 -0.045
H -2.410873 2.156892 -1.008484 -0.099 -0.065 0.293
H -3.519601 1.029239 -0.192165 -0.031 0.204 0.041
H -3.243422 2.641567 0.490013 0.088 -0.108 -0.085
H 0.265128 -3.012646 3.928779 0.058 0.351 0.092
H 1.270318 -1.766483 4.718055 -0.228 -0.023 -0.332
H -0.437411 -1.409311 4.324132 0.291 -0.199 0.036
H 3.153311 -2.207825 1.115252 -0.087 -0.256 0.274
H 3.027159 -2.792095 2.797830 -0.276 0.159 -0.178
H 2.006988 -3.508393 1.522054 0.215 0.178 0.154
H 2.710007 0.668702 2.042954 -0.279 -0.002 0.372
H 1.282603 1.154548 2.994471 0.263 -0.197 0.028
H 2.539828 0.125017 3.735928 -0.238 -0.116 -0.285
H -3.066079 -1.787139 3.263688 0.037 -0.208 -0.026
H -3.346711 -3.497070 2.899737 0.186 0.180 -0.211
H -1.806245 -2.988516 3.597191 -0.227 0.048 -0.151
H -3.595462 -2.755681 -0.840201 -0.001 0.131 0.122
H -4.400400 -2.972768 0.724206 0.381 0.111 0.057
H -4.021552 -1.341774 0.148180 -0.014 -0.190 -0.013
H -1.040042 -4.311747 -0.411809 -0.011 -0.054 0.126
H -0.351925 -4.454368 1.218213 -0.158 0.029 -0.060
H -2.009789 -5.000366 0.904100 0.098 0.221 -0.028

75
Properties=species:S:1:pos:R:3:forces:R:3 method="wB97M-V/def2-TZVPD" gap_ev="7.01 / 3.85" charge=+3 fmax_ev_per_a=3.2 e_tot_ha=-5378.11679 multiplicity=2
Ti -1.868419 0.841328 -0.833167 1.933 1.337 -0.497
P -2.230418 -1.566887 -0.489793 -0.338 -0.590 0.486
P 1.769609 0.038115 1.950428 2.275 -0.689 2.139
P 1.343605 -1.397873 -1.846215 1.193 -1.687 -0.245
H -3.132343 2.838747 -2.259865 0.179 -1.400 -0.668
C -2.998700 1.780452 -2.626936 -1.793 0.715 0.729
C -3.580732 0.805509 -1.767120 -0.160 -0.162 -1.080
H -3.961583 1.099441 -0.786335 -0.588 0.195 0.349
C -3.885318 -1.317246 0.279789 -0.644 -0.305 -0.362
C -1.515632 -2.588886 0.813876 0.399 -0.254 0.431
C -2.331320 -2.610033 -1.966183 -0.433 -0.085 -0.160
C 3.371583 0.927097 2.031768 -0.604 1.079 -0.979
C 1.159173 0.170869 3.697334 -1.253 0.082 -0.766
C 2.438600 -1.648825 1.949339 -0.842 -0.487 -0.946
C 1.177973 -1.280136 -3.676954 -0.650 0.025 0.185
C 1.466986 -3.245048 -1.595665 -0.112 0.173 0.147
C 3.124881 -0.903523 -1.846043 -0.122 0.112 0.326
H -3.378113 1.698567 -3.680429 1.417 -0.194 0.757
H -3.873775 -0.192928 -2.087532 -0.493 0.516 -0.327
H -4.537230 -0.676336 -0.325676 0.162 -0.439 0.393
H -3.744995 -0.829992 1.263311 -0.046 -0.513 -0.427
H -4.411288 -2.284246 0.352443 0.290 0.297 0.335
H -1.467392 -1.994296 1.730839 -0.028 0.002 -0.073
H -0.509761 -2.951106 0.590929 -0.111 0.030 -0.138
H -2.167764 -3.450094 1.022119 0.172 0.212 -0.180
H -2.753486 -2.047932 -2.801864 -0.057 -0.053 0.040
H -2.985825 -3.453110 -1.750487 -0.009 -0.150 -0.118
H -1.360034 -2.990385 -2.295592 -0.116 0.164 0.288
H 3.909458 0.624434 2.932123 -0.222 -0.188 0.095
H 3.176591 2.006047 2.073721 0.259 -0.175 0.031
H 3.982143 0.716070 1.149465 -0.097 0.021 0.112
H 1.668717 -0.579618 4.317246 -0.002 0.174 -0.320
H 0.078327 -0.059138 3.670168 0.415 0.092 0.329
H 1.309562 1.174025 4.099891 0.008 -0.072 -0.131
H 3.087967 -1.737798 2.817800 0.055 0.115 0.128
H 3.021721 -1.831901 1.040795 -0.162 -0.048 0.205
H 1.623196 -2.372546 2.029849 0.217 -0.095 -0.024
H 1.866735 -1.977423 -4.174683 -0.184 0.231 0.167
H 1.420973 -0.246250 -3.946699 -0.045 -0.225 -0.251
H 0.141762 -1.498980 -3.971274 0.317 0.054 -0.155
H 2.199057 -3.693821 -2.290602 -0.328 0.236 0.249
H 0.479940 -3.717696 -1.749679 0.554 0.137 0.077
H 1.792994 -3.451720 -0.561112 -0.147 0.023 -0.414
H 3.685654 -1.570888 -2.518321 -0.144 0.208 0.272
H 3.571248 -0.919284 -0.843186 -0.024 -0.039 -0.320
H 3.177760 0.121205 -2.233259 0.127 -0.199 0.082
C 0.614562 2.467904 -3.381585 -0.086 0.895 0.451
C -0.314586 1.929342 -4.283517 0.332 0.679 0.511
C -0.462301 2.604580 -5.488427 0.446 -0.333 -0.458
C 0.406380 3.629167 -5.869382 0.074 0.543 0.236
C 1.303795 4.174566 -4.946108 0.007 -0.261 -0.242
C 1.390690 3.584882 -3.689655 -0.005 -0.022 0.476
Se 0.753240 1.896787 -1.454419 -0.773 -1.007 -2.223
H 0.535406 0.538714 -2.122039 0.214 0.685 1.157
H -0.934790 1.067257 -4.062368 0.097 0.247 0.080
H -1.240438 2.295917 -6.174141 0.144 -0.194 -0.116
H 0.375264 4.027011 -6.883145 -0.225 0.010 0.310
H 1.926128 5.048105 -5.175835 -0.275 -0.505 -0.049
H 2.056013 3.988842 -2.921427 -0.138 -0.039 -0.369
C -2.726496 2.282365 3.758032 -0.351 -0.396 0.219
N -2.414321 2.894327 2.449299 -0.949 0.166 0.393
C -2.880009 4.166059 2.184274 1.140 0.257 0.093
C -2.557317 4.809938 1.019614 -1.133 1.023 1.115
C -2.120504 4.028178 -0.035170 0.236 -1.115 -1.598
N -1.983731 2.703145 0.173168 0.417 0.809 0.194
C -2.032538 2.162989 1.389300 -0.099 -1.811 -1.118
O -1.850797 0.877188 1.317042 0.153 1.352 1.207
N -1.931793 4.369525 -1.315388 1.093 0.375 0.101
H -3.311703 3.007280 4.342006 0.225 -0.352 -0.250
H -1.836232 2.011445 4.345857 -0.191 0.174 -0.518
H -3.333448 1.392057 3.554028 0.172 0.176 0.324
H -3.425237 4.606560 3.016880 0.356 0.266 -0.253
H -2.712049 5.882145 0.913858 -0.261 -0.319 -0.012
H -2.139894 5.250343 -1.734877 -0.239 0.829 0.423
H -1.211180 3.874422 -1.842932 -0.599 -0.308 0.148